Entry 1:
Molecular formula: C12H37F2InNO11S2
Method: DFT, wB97M-V/def2-TZVPD

Summary:
energy	-2547.38474	hartree
energy relative to the best compared isomer or geometry (same formula, charge and spin)	47.6	kcal/mol
HOMO-LUMO gap	2.98	eV

```
! RIJCOSX wB97M-V def2-TZVPD def2/J DEFGRID3
* xyz 1 1
In 2.364 1.358 -0.697
S 3.842 1.158 3.169
S 1.660 0.507 3.384
F 5.001 1.244 2.036
F 0.333 0.641 2.487
O 0.468 -2.179 -1.867
O 1.321 1.498 4.427
O 1.634 -0.896 3.798
O -0.024 1.912 -2.679
O 0.920 3.892 0.197
O -1.826 -1.403 1.243
O 4.252 -0.064 3.876
O -2.254 0.406 -1.829
O -0.080 -0.168 -0.331
O 3.192 -1.539 -0.579
O 3.978 2.458 3.790
N 2.770 0.935 2.097
C -1.089 -2.385 1.895
C -4.391 1.490 -1.743
C 0.285 3.877 1.477
C 3.903 -2.559 1.478
C -0.119 2.623 -3.889
C 2.738 -2.189 0.562
C -0.003 -4.264 -2.745
C -2.099 -3.380 2.533
C -1.499 3.241 -3.722
C -0.436 -3.211 -1.708
C -1.084 3.218 1.292
C -3.269 0.821 -0.952
H 3.742 -2.150 -1.074
H 0.231 4.894 1.867
H -0.397 -3.507 -0.659
H -0.406 -2.921 1.236
H -4.120 2.513 -2.003
H -1.639 -4.214 3.064
H 2.046 -1.503 1.051
H 1.036 -4.566 -2.617
H 0.954 3.300 2.115
H -0.108 2.008 -4.789
H 0.710 3.315 -4.037
H 4.299 -1.581 1.752
H -0.204 0.052 0.612
H 3.625 -3.094 2.387
H -1.535 0.060 -1.296
H -2.763 -3.766 1.759
H -1.493 4.073 -3.019
H -3.673 0.022 -0.331
H -1.582 2.977 2.232
H -4.664 0.969 -2.661
H -2.794 1.561 -0.306
H -1.811 3.592 -4.705
H -1.441 -2.829 -1.886
H 2.247 -3.121 0.282
H 0.584 4.665 -0.263
H -2.748 -2.880 3.251
H -5.270 1.515 -1.100
H -2.252 2.540 -3.361
H 4.641 -3.200 0.996
H -1.254 -1.023 0.573
H 0.272 -1.515 -1.201
H -0.031 -3.855 -3.755
H -0.934 2.283 0.753
H -1.714 3.881 0.698
H -0.669 -5.117 -2.609
H -0.870 1.463 -2.614
H -0.500 -1.877 2.658
*
```

Atom charges from the Mulliken analysis, given in e for atoms 1 to 2: In 1.24; S 0.87

Entry 2:
Molecular formula: C2H3NO2
Method: DFT, wB97M-V/def2-TZVPD

Summary:
energy	-283.03333	hartree
energy relative to the best compared isomer or geometry (same formula, charge and spin)	73.8	kcal/mol
HOMO-LUMO gap (alpha / beta)	8.92 / 7.65	eV
<S²>	2.025

```
! RIJCOSX wB97M-V def2-TZVPD def2/J DEFGRID3
* xyz 0 3
O 1.919 -0.703 0.050
O -1.501 -1.216 0.048
N -0.494 -0.494 -0.002
C 0.674 -1.204 -0.068
C -0.373 0.825 -0.013
H 0.667 -2.342 -0.120
H -1.186 1.611 0.101
H 0.773 1.081 -0.060
*
```

Atom charges from the Mulliken analysis, given in e for atoms 1 to 2: O -0.59; O -0.42

Entry 3:
Molecular formula: C4H7N3O2S
Method: DFT, wB97M-V/def2-TZVPD

Summary:
SMILES string	CS(=O)(=O)c1c[nH]nc1N
energy	-869.49018	hartree
energy relative to the best compared isomer or geometry (same formula, charge and spin)	37.2	kcal/mol
HOMO-LUMO gap	9.23	eV

```
! RIJCOSX wB97M-V def2-TZVPD def2/J DEFGRID3
* xyz 0 1
S 0.730 -1.185 -0.856
O 1.911 -1.128 -0.066
O 0.373 -2.429 -1.419
N -1.577 0.049 2.134
N 0.708 -0.457 2.316
N -2.536 0.013 1.205
C -1.952 -0.278 -0.004
C -0.448 -0.254 1.604
C 1.021 0.003 -2.198
C -0.581 -0.507 0.138
H -3.411 0.198 1.493
H 0.263 -0.031 -3.010
H 1.487 -0.519 1.718
H 0.918 -0.096 3.168
H -2.565 -0.198 -0.905
H 1.573 0.838 -1.737
H 1.735 -0.549 -2.721
*
```

Atom charges from the Mulliken analysis, given in e for atoms 1 to 2: S 1.26; O -0.72

Entry 4:
Molecular formula: C11H18BN6O2Re
Method: DFT, wB97M-V/def2-TZVPD

Summary:
energy	-1010.85773	hartree
energy relative to the best compared isomer or geometry (same formula, charge and spin)	33.1	kcal/mol
HOMO-LUMO gap (alpha / beta)	5.26 / 5.52	eV
<S²>	0.833

```
! RIJCOSX wB97M-V def2-TZVPD def2/J DEFGRID3
* xyz 3 2
Re 0.257 0.017 0.021
O 2.398 0.331 0.197
O 0.511 0.213 2.163
N 0.148 -0.375 -4.232
N -2.344 -4.026 -0.770
N -0.582 -1.387 -3.816
N 0.176 -0.224 -2.073
N -1.101 -1.651 -0.257
N -1.173 1.310 -0.035
C -1.862 2.267 -0.039
C 1.869 0.457 2.559
C 2.731 -0.193 1.489
C -0.575 -1.302 -2.514
C 3.273 1.347 -0.311
C -1.867 -3.343 -1.773
C -1.615 -2.377 0.735
C -1.213 -2.124 -1.520
C -2.245 -3.596 0.462
C -0.437 0.665 3.131
C 0.615 0.333 -3.201
B -2.625 3.537 0.003
H 4.304 1.123 -0.041
H -1.897 4.417 -0.338
H 0.290 -0.230 -5.231
H 1.242 1.199 -3.295
H -3.167 3.677 1.057
H 3.010 2.334 0.075
H -1.435 0.517 2.718
H -3.537 3.697 -0.745
H -2.651 -4.218 1.250
H 2.039 1.540 2.643
H -1.531 -2.019 1.752
H -1.966 -3.740 -2.777
H 2.510 -1.269 1.463
H 2.072 -0.002 3.534
H 3.793 -0.065 1.703
H -0.283 1.724 3.355
H 3.191 1.340 -1.398
H -0.326 0.094 4.058
*
```

Atom charges from the Mulliken analysis, given in e for atoms 1 to 2: Re 1.85; O -0.54

Entry 5:
Molecular formula: C2H6N3S
Method: DFT, wB97M-V/def2-TZVPD

Summary:
energy	-641.85515	hartree
energy relative to the best compared isomer or geometry (same formula, charge and spin)	100.8	kcal/mol
HOMO-LUMO gap (alpha / beta)	8.08 / 8.08	eV

```
! RIJCOSX wB97M-V def2-TZVPD def2/J DEFGRID3
* xyz 1 1
S -1.842 -0.717 0.038
N 2.100 -0.612 0.101
N -0.324 1.526 -0.247
N -0.203 -1.165 0.011
C 0.819 -0.477 -0.039
C -1.444 1.042 0.354
H -0.585 1.466 -1.218
H -1.479 1.155 1.405
H 2.583 -1.547 0.295
H 2.846 -0.016 -0.299
H -2.346 1.453 -0.110
H -0.124 -2.108 -0.292
*
```

Atom charges from the Mulliken analysis, given in e for atoms 1 to 2: S 0.12; N -0.32

Entry 6:
Molecular formula: CInO3
Method: DFT, wB97M-V/def2-TZVPD

Summary:
energy	-452.09949	hartree
energy relative to the best compared isomer or geometry (same formula, charge and spin)	0.0	kcal/mol
HOMO-LUMO gap (alpha / beta)	4.76 / 3.89	eV

```
! RIJCOSX wB97M-V def2-TZVPD def2/J DEFGRID3
* xyz 3 1
In -0.818 0.650 2.262
O 0.066 -0.132 0.807
O -0.160 -0.795 -1.475
O 0.667 0.577 -1.223
C 0.244 -0.300 -0.372
*
```

Atom charges from the Mulliken analysis, given in e for atoms 1 to 2: In 2.19; O -0.33

Entry 7:
Molecular formula: C4H5CsLiMgO2
Method: DFT, wB97M-V/def2-TZVPD

Summary:
energy	-533.45006	hartree
HOMO-LUMO gap (alpha / beta)	3.23 / 3.29	eV
<S²>	0.762

```
! RIJCOSX wB97M-V def2-TZVPD def2/J DEFGRID3
* xyz 0 2
Cs -3.020 -4.252 0.206
Mg -1.983 1.868 0.295
O -1.648 3.545 -0.660
O 0.272 -6.396 1.064
C 2.508 -7.196 1.746
C 1.402 -6.843 1.334
C -0.387 4.008 -1.073
C 0.725 3.344 -0.340
Li -2.925 4.565 -1.414
H -0.247 5.108 -0.974
H 1.239 2.511 -0.831
H 3.383 -7.708 2.096
H 0.928 3.573 0.709
H -0.245 3.874 -2.160
*
```

Atom charges from the Mulliken analysis, given in e for atoms 1 to 2: Cs 0.93; Mg -0.22

Entry 8:
Molecular formula: C24H44BIN4O7S
Method: DFT, wB97M-V/def2-TZVPD

Summary:
energy	-2407.21263	hartree
HOMO-LUMO gap	9.58	eV

```
! RIJCOSX wB97M-V def2-TZVPD def2/J DEFGRID3
* xyz 0 1
I -1.308 3.334 3.669
S -3.702 -0.387 1.252
O -3.850 4.518 1.399
O -4.975 0.565 1.353
O -4.027 -1.765 1.044
O -5.597 0.338 4.745
O -3.187 -0.148 2.743
O -2.795 0.141 0.264
O -4.449 3.883 2.549
N 1.698 4.247 1.304
N 8.068 -1.378 -1.764
N 1.810 -2.946 -2.232
N 2.012 1.076 -3.810
C 2.798 0.657 -3.075
C 8.351 -3.645 -4.768
C 3.809 0.128 -2.155
C -0.474 -3.984 -2.986
C 0.414 1.288 -0.551
C 4.739 -1.474 -3.897
C -1.793 1.323 6.507
C -0.301 2.568 -0.958
C 9.890 -2.889 -2.888
C 1.263 4.050 0.253
C -1.763 -2.828 -1.117
C -4.891 1.461 2.563
C -2.824 1.882 4.232
C -7.508 0.564 3.063
C -8.457 1.660 3.593
C -5.293 2.863 2.045
C -1.649 -3.070 -2.617
C 8.870 -2.040 -2.264
C -3.424 1.275 2.949
C 5.053 -0.357 -2.909
C 0.645 3.771 -1.045
C 0.805 -3.408 -2.564
C -2.119 0.809 5.093
C 9.686 -3.011 -4.401
B -6.008 0.779 3.494
H 5.650 -1.810 -4.391
H -0.585 -4.958 -2.506
H -7.831 -0.383 3.524
H 10.866 -2.453 -2.668
H -0.878 -2.319 -0.730
H -3.488 5.321 1.795
H -8.289 2.641 3.139
H 8.255 -4.640 -4.330
H 10.498 -3.614 -4.811
H 4.291 -2.331 -3.390
H -9.488 1.381 3.340
H 3.360 -0.692 -1.591
H -1.441 2.359 6.481
H -1.167 0.573 4.600
H -0.769 2.426 -1.934
H -2.570 -3.525 -2.986
H -5.901 -0.570 4.860
H -0.282 0.450 -0.535
H -2.878 1.744 2.116
H -0.434 -4.144 -4.064
H 9.761 -2.023 -4.858
H 9.850 -3.873 -2.418
H -7.639 0.436 1.983
H 7.515 -3.039 -4.419
H 4.075 0.917 -1.451
H -5.313 2.862 0.953
H 5.507 0.480 -3.444
H 8.257 -3.743 -5.850
H -1.538 -2.113 -3.131
H -2.705 1.305 7.117
H -6.315 3.085 2.383
H 1.433 3.585 -1.777
H 1.209 1.060 -1.259
H 4.050 -1.139 -4.675
H -1.011 0.716 6.970
H -1.879 -3.771 -0.578
H -1.103 2.782 -0.248
H -2.714 -0.107 5.125
H 5.787 -0.706 -2.185
H 0.850 1.366 0.448
H -2.621 -2.207 -0.884
H -3.567 2.398 4.842
H -8.422 1.756 4.683
H 0.100 4.663 -1.358
*
```

Atom charges from the Mulliken analysis, given in e for atoms 1 to 2: I 0.11; S 1.11

Entry 9:
Molecular formula: C5H10O2
Method: DFT, wB97M-V/def2-TZVPD

Summary:
SMILES string	C1OC[C@H]2C[C@@H]12.O
energy	-346.87561	hartree
energy relative to the best compared isomer or geometry (same formula, charge and spin)	94.0	kcal/mol
HOMO-LUMO gap	9.88	eV

```
! RIJCOSX wB97M-V def2-TZVPD def2/J DEFGRID3
* xyz 0 1
O -1.297 -0.033 -1.234
O 2.233 1.471 0.252
C 1.161 -0.590 0.016
C -0.143 0.397 0.742
C -1.152 -1.282 -0.577
C -1.185 0.964 -0.238
C -0.113 -1.078 0.483
H 2.101 -0.865 0.515
H 1.280 1.285 0.491
H -0.292 0.706 1.792
H 1.329 -0.467 -1.064
H 2.200 1.758 -0.666
H -2.077 -1.583 -0.076
H -0.949 1.912 -0.742
H -2.163 1.112 0.269
H -0.854 -2.012 -1.329
H -0.078 -1.695 1.366
*
```

Atom charges from the Mulliken analysis, given in e for atoms 1 to 2: O -0.40; O -0.76

Entry 10:
Molecular formula: C2H2N3OS
Method: DFT, wB97M-V/def2-TZVPD

Summary:
energy	-715.09208	hartree
energy relative to the best compared isomer or geometry (same formula, charge and spin)	45.0	kcal/mol
HOMO-LUMO gap (alpha / beta)	5.99 / 5.99	eV

```
! RIJCOSX wB97M-V def2-TZVPD def2/J DEFGRID3
* xyz -1 1
S 2.553 0.879 -0.434
O 0.212 1.744 0.649
N 0.819 -2.559 0.248
N -1.474 -0.095 -0.060
N -0.382 -0.630 -0.724
C 0.233 -1.620 -0.111
C 1.091 1.197 0.066
H -1.488 0.176 0.878
H -1.563 0.908 -0.511
*
```

Atom charges from the Mulliken analysis, given in e for atoms 1 to 2: S -0.37; O -0.46

Entry 11:
Molecular formula: C27H26LaN11O4
Method: DFT, wB97M-V/def2-TZVPD

Summary:
energy	-1979.32529	hartree
energy relative to the best compared isomer or geometry (same formula, charge and spin)	0.0	kcal/mol
HOMO-LUMO gap (alpha / beta)	5.83 / 5.16	eV

```
! RIJCOSX wB97M-V def2-TZVPD def2/J DEFGRID3
* xyz 0 1
La -0.378 1.193 0.392
O 0.827 2.940 1.867
O 1.506 1.841 -0.886
O 1.429 1.798 -3.148
O -3.658 3.324 1.536
N -1.389 3.195 1.603
N 0.361 0.417 4.952
N -2.621 2.240 -2.480
N -0.737 0.611 3.058
N 0.866 1.973 -2.012
N 2.423 -1.240 3.345
N -0.993 2.102 -4.162
N -2.870 2.391 -1.109
N 1.537 -0.328 1.551
N -2.570 4.701 2.986
N -0.431 2.286 -1.856
C -1.504 -5.704 -0.949
C 3.142 -2.941 -4.848
C 1.061 -5.263 -1.897
C 2.617 -1.073 1.177
C 2.320 -1.203 -2.858
C 1.438 -0.441 2.860
C -0.205 4.706 3.067
C 3.182 -1.649 2.275
C -0.063 -1.761 -1.404
C 3.360 -0.851 -3.696
C 2.098 -3.298 -4.014
C -0.205 3.583 2.155
C 0.595 -2.804 -2.068
C -0.640 -6.779 -1.118
C 0.379 0.183 3.616
C -1.392 5.206 3.448
C 0.647 -6.545 -1.583
C 1.683 -2.452 -2.971
C 0.189 -4.168 -1.771
C -1.292 2.191 -2.840
C 3.793 -1.724 -4.686
C -1.492 1.145 4.067
C -0.621 -0.846 -0.794
C -1.100 -4.421 -1.265
C -3.840 5.213 3.476
C -2.579 3.698 1.995
C -0.829 1.036 5.250
H -1.477 6.032 4.143
H -3.795 2.059 -0.880
H -2.504 -5.868 -0.567
H 4.025 -2.306 2.391
H -2.468 1.558 3.876
H 2.926 -1.144 0.149
H 0.733 5.094 3.433
H 1.106 0.250 5.604
H -4.609 4.485 3.240
H 2.548 -1.545 4.293
H -1.092 1.328 6.251
H -3.232 2.721 -3.123
H 2.082 -5.094 -2.208
H -1.776 -3.587 -1.136
H -0.960 -7.786 -0.881
H -2.794 3.354 -0.798
H 3.446 -3.612 -5.642
H -4.104 6.154 2.990
H -0.002 1.897 -4.289
H -1.641 1.593 -4.742
H 3.829 0.119 -3.581
H 4.611 -1.453 -5.340
H 1.342 -7.369 -1.695
H 1.572 -4.226 -4.190
H -3.786 5.362 4.554
H 1.977 -0.500 -2.111
*
```

Atom charges from the Mulliken analysis, given in e for atoms 1 to 2: La 1.39; O -0.61

Entry 12:
Molecular formula: C43H63N3O13PS
Method: DFT, wB97M-V/def2-TZVPD

Summary:
energy	-3557.93588	hartree
HOMO-LUMO gap	6.74	eV

```
! RIJCOSX wB97M-V def2-TZVPD def2/J DEFGRID3
* xyz 1 1
S -2.036 -2.070 3.314
P -0.903 -5.203 3.004
O -9.649 4.596 1.310
O 5.709 2.684 -5.952
O -4.582 1.994 -0.516
O -5.565 0.452 0.785
O 3.212 7.252 0.471
O 2.518 2.068 -1.014
O 3.825 3.874 -6.223
O 0.950 3.307 -2.058
O 3.604 -2.583 -1.426
O -9.073 2.955 2.731
O 4.770 -6.197 2.774
O 2.920 -7.075 1.832
O 2.313 6.497 2.390
N 1.581 -1.403 1.886
N -0.159 0.001 2.587
N 0.354 -1.268 2.386
C 2.417 6.563 1.036
C 5.905 -6.714 3.502
C -2.055 -5.677 1.639
C -9.666 4.134 2.414
C -6.323 3.564 -0.687
C -10.356 4.714 3.630
C -0.627 -1.140 -3.456
C -9.707 3.938 4.770
C 3.730 3.963 -8.571
C -6.632 2.613 0.463
C 2.048 2.822 -2.039
C 1.355 -3.858 2.044
C 3.111 2.992 -3.100
C 1.073 -3.233 -2.773
C -2.056 0.990 1.465
C -0.359 -2.345 2.688
C -5.579 1.543 0.284
C 0.073 -3.699 2.570
C 3.429 -2.704 1.075
C -4.827 3.369 -0.871
C -0.112 -3.468 -3.459
C 1.421 -1.942 -2.407
C 4.856 3.115 -6.672
C 3.907 -7.208 2.502
C 2.677 -1.544 -1.642
C 4.721 2.879 -8.161
C 0.220 0.964 0.303
C 3.266 -3.416 -0.324
C 4.265 -4.584 -0.353
C 5.418 -8.002 4.139
C 1.346 5.503 2.758
C 2.911 4.142 -7.303
C 0.455 5.341 1.536
C -0.975 -2.447 -3.812
C -1.764 -5.043 4.627
C -9.358 2.619 4.101
C 4.090 1.875 -2.757
C 0.547 -0.915 -2.773
C 3.904 1.736 -1.254
C 2.014 -2.623 1.718
C 1.425 5.615 0.393
C -0.600 0.594 1.502
C 4.402 -8.497 3.121
H -8.794 4.446 5.086
H -1.290 -0.327 -3.754
H 2.235 -3.770 -0.479
H 3.566 3.978 -2.993
H 3.126 3.705 -9.439
H 4.529 2.431 -0.691
H 6.722 -6.878 2.797
H -10.174 5.783 3.708
H 4.268 -5.110 -1.316
H 2.081 3.434 -7.240
H 4.322 1.877 -8.325
H -1.899 -2.649 -4.352
H 0.931 6.082 -0.454
H 0.403 2.049 0.320
H 4.868 -9.105 2.343
H -2.206 2.053 1.229
H 4.268 4.885 -8.798
H -4.510 3.539 -1.898
H -2.775 -2.044 2.176
H -6.492 3.090 1.435
H 3.193 -0.791 -2.259
H -7.632 2.196 0.386
H -0.028 4.365 1.482
H 0.793 5.843 3.631
H -6.601 4.598 -0.492
H -1.222 -4.330 5.269
H -11.426 4.515 3.556
H 3.785 0.953 -3.257
H -4.239 4.009 -0.209
H -0.422 -4.478 -3.732
H 4.915 -7.781 5.082
H 1.167 0.428 0.240
H 1.778 -4.861 1.883
H -1.795 -5.987 5.181
H 2.520 5.152 -7.203
H 1.875 4.581 3.012
H -2.240 -4.881 0.902
H 5.118 2.085 -3.045
H -1.555 -6.480 1.083
H -0.397 0.781 -0.589
H 4.139 -3.227 1.723
H -2.613 0.336 0.778
H -0.327 6.102 1.544
H -8.484 2.148 4.547
H 2.396 -1.009 -0.715
H 0.833 0.110 -2.518
H 1.714 -4.075 -2.512
H 3.809 -1.699 0.854
H -2.452 0.843 2.478
H 6.219 -8.709 4.345
H -3.019 -6.066 1.986
H 6.221 -5.984 4.243
H -10.344 3.820 5.645
H -2.759 -4.600 4.488
H 3.586 -9.039 3.592
H 5.679 2.992 -8.660
H 5.276 -4.205 -0.150
H 4.013 -5.338 0.423
H 1.949 4.711 0.080
H -10.188 1.910 4.119
H 2.694 2.870 -4.094
H -6.852 3.239 -1.584
H 4.100 0.723 -0.905
*
```

Atom charges from the Mulliken analysis, given in e for atoms 1 to 2: S -0.21; P 0.30